No. 1
Entry from the OMol25 dataset: a 2-piece molecular cluster, C5H14 overall (ωB97M-V with the def2-TZVPD basis set).

XYZ file:
```
19
Properties=species:S:1:pos:R:3:forces:R:3
C -1.0196 -1.7263 0.7324 -1.656 2.276 -0.755
C 0.1273 -1.9268 1.7215 -0.616 -0.866 0.655
H -0.8440 -0.7106 0.2042 -0.417 -2.494 0.742
H -1.2395 -2.5550 0.0557 1.031 0.152 -0.459
H -2.0983 -1.6479 1.1051 1.572 0.297 0.551
H 0.5202 -2.9638 1.5103 -0.055 1.165 1.016
H -0.2480 -1.7343 2.7547 0.314 -0.942 -0.519
H 0.9269 -1.1818 1.6695 -0.036 -0.281 -0.664
C 0.3959 1.7238 -1.2657 0.681 2.720 -0.803
C -1.0959 1.3254 -0.9194 4.321 2.852 3.827
C 1.4735 0.9102 -0.5999 3.336 -1.503 -3.011
H 0.7582 2.8024 -0.8872 -1.897 -1.787 -0.604
H 0.6078 1.8637 -2.3472 -0.193 -0.623 0.400
H -0.8845 1.7179 0.2196 -1.972 -1.211 -2.182
H -1.8626 1.8640 -1.4013 -0.722 0.593 -0.512
H 2.5106 1.3775 -0.8586 -1.668 0.348 1.803
H -1.1924 0.2854 -0.8836 -0.506 -1.063 -0.538
H 1.8952 0.0353 -1.2007 -1.840 -0.064 0.551
H 1.2693 0.5410 0.3906 0.324 0.430 0.500
```
Positions in Å, forces in eV/Å.

Results
structure (SMILES) = CCC.CC
orbital gap = 11.353 eV
largest force on an atom = 6.4 eV Å⁻¹
energy relative to the best compared isomer or geometry (same formula, charge and spin) = 2.519 eV

natural (NBO) population analysis, charges in e, atoms 1 to 2: -0.63 -0.63

=====

No. 2
Entry from the OMol25 dataset: C41H40Cl2N4O7SW as an isolated structure (ωB97M-V with the def2-TZVPD basis set).

XYZ file:
```
96
Properties=species:S:1:pos:R:3:forces:R:3
W 1.2266 -0.1066 0.3704 0.154 0.407 -0.129
O 6.1882 0.2516 4.0453 -0.791 -0.056 -0.648
C 5.2179 0.1513 3.3321 0.954 0.036 1.020
C 3.7617 0.1183 3.8151 -0.601 0.051 0.570
O 3.3799 0.2374 4.9567 0.234 -0.067 -0.464
C 2.9771 -0.0522 2.5844 0.893 0.078 -1.146
C 3.8140 -0.1576 1.4735 -0.867 0.338 0.845
O 3.2196 -0.3024 0.3035 0.800 -0.534 -0.186
C 5.2143 0.0516 1.8175 0.551 0.106 -1.277
O 6.1643 0.1896 1.0631 -0.600 -0.160 0.661
O 1.6937 -0.0761 2.3520 -0.117 -0.117 0.715
C -1.4291 5.3790 -5.3874 0.001 -0.249 -0.016
C -1.0577 4.0360 -4.7754 0.124 0.288 0.168
C -0.3719 4.2031 -3.4211 -0.131 -0.417 -0.190
C -0.0810 2.8403 -2.7950 0.059 0.405 -0.163
N 0.3665 2.9334 -1.4174 0.149 -0.077 0.177
C 1.6105 2.6987 -0.9777 -0.389 0.888 -0.187
S 1.8264 2.3743 0.6932 0.030 0.153 0.434
N 2.6495 2.8213 -1.7925 -0.571 -0.219 -0.220
C 4.0408 2.6960 -1.4066 0.622 0.019 0.132
C 4.8942 2.1115 -2.5333 0.056 -0.215 0.220
C 5.0512 0.5913 -2.4538 -0.181 0.063 -0.217
C 3.7686 -0.1678 -2.7723 -0.002 0.153 0.289
H -1.9310 5.2398 -6.3408 -0.046 0.078 -0.131
H -0.5408 5.9838 -5.5488 0.087 0.130 -0.054
H -2.0978 5.9252 -4.7276 -0.090 0.118 0.068
H -0.3991 3.4923 -5.4558 -0.001 -0.102 -0.033
H -1.9590 3.4361 -4.6403 -0.046 -0.116 -0.026
H -1.0309 4.7550 -2.7497 0.006 0.109 0.059
H 0.5461 4.7819 -3.5379 0.069 0.079 0.070
H 0.6558 2.2832 -3.3809 -0.091 -0.063 0.025
H -1.0066 2.2607 -2.7900 0.160 -0.017 -0.010
H -0.3558 2.8142 -0.7123 0.385 -0.097 -0.107
H 2.4830 3.0888 -2.7536 -0.079 -0.026 0.113
H 4.1073 2.0600 -0.5198 -0.054 0.146 -0.162
H 4.4049 3.6922 -1.1313 -0.012 -0.099 0.033
H 5.8846 2.5647 -2.4774 -0.020 0.074 -0.025
H 4.4630 2.3911 -3.4996 0.072 0.076 -0.116
H 5.3918 0.3221 -1.4529 0.090 0.011 0.019
H 5.8285 0.2904 -3.1598 0.066 -0.024 0.037
H 2.9709 0.0908 -2.0702 0.197 -0.083 -0.298
H 3.9401 -1.2382 -2.6900 -0.058 -0.135 -0.003
H 3.4260 0.0443 -3.7844 -0.077 0.038 -0.133
N 0.7176 -1.8669 0.5672 -0.078 -0.623 0.497
C 0.3847 -2.8180 1.3640 -0.003 0.236 0.019
C -0.3110 -2.4681 2.6052 -0.257 0.191 0.412
C -0.2237 -3.2909 3.7350 0.026 0.069 -0.219
C -0.7285 -2.8602 4.9452 -0.091 -0.119 0.151
C -1.3670 -1.6345 5.0466 0.037 0.059 -0.090
C -1.4793 -0.8207 3.9291 -0.026 0.016 0.134
C -0.9379 -1.2210 2.7263 -0.004 -0.073 -0.357
C 0.8166 -4.2079 1.1412 0.074 -0.272 -0.343
C -0.0549 -5.2834 1.3065 0.030 0.245 -0.009
C 0.4070 -6.5758 1.1520 -0.035 -0.097 0.028
C 1.7395 -6.8068 0.8519 -0.022 0.023 -0.038
C 2.6026 -5.7405 0.6580 0.106 -0.139 0.020
C 2.1428 -4.4458 0.7871 -0.110 0.281 0.076
H 0.2787 -4.2445 3.6717 0.050 -0.030 0.012
H -0.6201 -3.4843 5.8204 0.005 -0.047 0.048
H -1.7573 -1.3059 5.9975 -0.073 0.024 0.091
H -1.9814 0.1327 3.9971 0.008 0.113 0.035
H -0.9895 -0.5550 1.8633 -0.183 -0.236 0.311
H -1.0909 -5.0978 1.5500 -0.103 0.018 0.077
H -0.2695 -7.4064 1.2820 -0.073 -0.085 0.009
H 2.1029 -7.8183 0.7718 0.061 -0.142 -0.052
H 3.6393 -5.9252 0.4252 0.125 0.006 -0.052
H 2.8034 -3.5974 0.6582 0.055 -0.025 -0.050
Cl -3.5618 2.1589 1.8442 0.099 0.163 0.272
C -4.2994 0.7204 2.4577 0.041 -0.098 -0.049
C -5.0511 0.7927 3.6182 -0.002 -0.066 -0.047
C -5.5202 -0.3665 4.2086 0.028 0.000 -0.038
C -5.2087 -1.6014 3.6623 0.054 0.029 -0.069
C -4.4885 -1.6571 2.4852 -0.129 0.163 -0.039
Cl -4.0940 -3.1983 1.7926 -0.021 -0.128 0.031
C -4.0664 -0.5017 1.8124 -0.145 0.047 0.192
N -3.3865 -0.6065 0.6159 0.432 -0.468 0.093
C -3.6093 0.1340 -0.5308 -0.322 0.297 -0.599
C -4.6900 1.0145 -0.6249 -0.085 -0.194 -0.094
C -4.8613 1.8201 -1.7320 0.139 -0.046 -0.088
C -3.9910 1.7128 -2.8043 -0.034 0.102 -0.167
C -2.9757 0.7730 -2.7653 -0.085 -0.050 0.121
C -2.7608 -0.0118 -1.6395 -0.084 -0.071 0.043
C -1.5346 -0.8905 -1.5855 0.151 0.155 0.304
C -0.4270 -0.0280 -1.0115 -0.853 -0.083 -0.924
O 0.6808 0.1416 -1.6621 0.550 0.025 -0.007
O -0.6611 0.7679 -0.0147 0.015 -0.217 0.415
H -5.2538 1.7551 4.0611 0.049 0.098 0.018
H -6.1184 -0.3022 5.1018 -0.051 -0.039 0.153
H -5.5396 -2.5164 4.1287 0.012 -0.068 0.025
H -2.9071 -1.4881 0.4910 -0.120 0.171 0.037
H -5.4085 1.0618 0.1766 -0.039 0.030 0.108
H -5.6722 2.5341 -1.7598 -0.073 -0.018 0.010
H -4.1073 2.3531 -3.6661 -0.052 -0.007 -0.116
H -2.3159 0.6549 -3.6173 0.007 -0.036 -0.014
H -1.2297 -1.2073 -2.5836 -0.037 -0.046 0.115
H -1.6755 -1.7812 -0.9666 0.099 -0.007 -0.112
```
Positions in Å, forces in eV/Å.

Results
orbital gap (spin up / spin down) = 6.252 / 6.666 eV
largest force on an atom = 1.5 eV Å⁻¹
energy relative to the best compared isomer or geometry (same formula, charge and spin) = 1.016 eV

Löwdin population analysis, charges in e, atoms 1 to 2: 1.63 0.16

=====

No. 3
Entry from the OMol25 dataset: C27H41CoF9OP2 as an isolated structure (ωB97M-V with the def2-TZVPD basis set).

XYZ file:
```
81
Properties=species:S:1:pos:R:3:forces:R:3
Co -0.5944 -2.9999 -2.7034 -1.836 -0.292 1.787
C -2.0089 -2.1941 2.3151 1.862 2.163 1.114
C -1.5190 -3.3080 1.5747 0.806 -0.034 -0.203
C 0.3038 -2.1686 2.4039 -0.290 -1.991 -1.046
C -0.8761 -1.4667 2.8180 -3.518 -1.086 -0.348
C -0.1053 -3.3226 1.6933 0.803 0.471 -0.293
C -3.4247 -1.7479 2.3415 -0.221 -0.142 -0.110
H -3.8680 -1.9395 1.3464 -0.111 0.210 0.449
H -3.4780 -0.6743 2.5623 -0.183 -0.324 -0.016
H -4.0143 -2.2964 3.0920 0.015 0.227 -0.221
C -0.9136 -0.1190 3.4383 0.215 0.612 -0.411
H -1.8213 0.4173 3.1210 0.200 -0.148 0.315
H -0.0845 0.4068 2.9629 0.005 0.402 0.286
H -0.7857 0.0072 4.5302 -0.117 -0.488 -0.447
C 1.7011 -1.7657 2.6074 0.277 -0.079 -0.192
H 2.0101 -1.9937 3.6251 0.233 -0.122 0.172
H 1.8260 -0.6934 2.4952 0.062 0.193 -0.100
H 2.3485 -2.3039 1.8954 -0.050 0.351 0.462
C 0.8234 -4.2974 1.0151 0.003 -0.541 0.360
H 1.0936 -5.1606 1.6796 -0.327 0.540 -0.622
H 1.7894 -3.8252 0.7604 -0.489 -0.217 -0.176
H 0.3264 -4.7042 0.1021 0.666 0.129 0.504
C -2.3222 -4.2081 0.6909 0.188 -0.189 0.083
H -2.8288 -4.9777 1.2922 0.046 0.083 -0.215
H -1.6431 -4.7303 -0.0071 -0.441 0.080 0.205
H -3.1065 -3.6822 0.1209 0.271 -0.061 0.255
C -1.5529 3.6256 0.9807 0.223 0.297 -0.426
C -2.5333 2.7817 1.3368 -0.277 1.070 0.372
C -3.2616 1.7845 0.4690 0.839 -0.399 -0.324
C -2.3076 1.2684 -0.6546 -0.478 0.135 -0.066
C -1.0019 0.8458 -0.1019 0.990 -2.166 -0.354
C 0.2568 1.3833 -0.3790 0.342 1.027 -0.907
C 0.3785 2.7568 -0.6337 0.460 -1.339 0.400
C -0.7506 3.6935 -0.3510 -0.304 2.434 -0.223
H -4.1487 2.2091 0.0083 -0.086 0.482 -0.043
H -2.0990 2.0432 -1.4260 -0.722 -0.691 0.556
H -3.6774 0.9766 1.0816 0.436 -0.136 -0.128
H -1.5063 3.7672 -1.1781 0.782 -0.144 0.396
H -1.3687 4.5251 1.6049 0.157 -1.100 0.003
H -2.9360 2.9504 2.3545 0.033 -0.105 -0.715
H -0.2476 4.7111 -0.3797 -0.818 -0.948 0.178
H 1.2993 2.2185 1.3184 -0.008 -0.054 0.422
H 1.1622 0.7213 -0.4912 -0.968 0.665 0.576
H 1.3579 3.1900 -0.9136 -0.720 -0.319 0.074
H -2.7163 0.3465 -1.1498 0.014 0.931 0.319
H -1.0081 -0.1969 0.2307 0.096 0.187 0.267
P -1.0872 -0.4353 -3.4509 0.484 2.175 -1.554
C -0.7957 1.4416 -3.8438 -0.781 0.188 0.429
C -1.8782 -0.7337 -5.1108 -0.333 -0.060 0.042
P 1.0905 -2.3341 -3.7203 0.105 1.000 -0.432
C 0.6946 -0.5766 -3.8412 0.995 -0.502 0.194
C 0.6379 -3.0230 -5.3730 1.615 -0.239 0.615
C 2.7739 -2.4040 -3.0614 0.310 -0.631 -0.772
H 0.1475 1.8074 -3.4125 -0.506 -0.253 0.191
H -1.6067 2.1164 -3.5556 0.081 -0.181 0.015
H -0.6895 1.5004 -4.9350 -0.083 -0.094 0.311
H -1.4000 -0.1353 -5.8999 0.000 -0.382 0.220
H -2.9239 -0.3931 -5.0590 0.259 -0.144 0.097
H -1.8978 -1.7925 -5.3886 -0.175 0.232 0.054
H 3.4795 -2.1472 -3.8584 0.147 -0.005 0.272
H 2.9575 -3.4387 -2.7220 0.174 0.634 0.085
H 2.8342 -1.6546 -2.2478 -0.077 -0.618 -0.349
H 1.2315 -0.0765 -3.0258 -0.236 -0.127 0.150
H 1.0190 -0.0264 -4.7280 -0.158 -0.360 -0.235
H 0.4298 -4.0682 -5.1309 -0.329 0.059 -0.640
H 1.5561 -3.0033 -5.9559 -0.217 0.004 -0.659
H -0.1900 -2.4627 -5.8333 0.595 -0.425 0.275
F 3.9712 0.6770 2.8733 0.038 1.159 -0.658
C 3.8497 1.8928 2.2743 0.801 -0.963 0.043
F 4.9893 2.6023 2.5083 -1.150 -1.090 -0.516
F 3.7116 1.6688 0.9327 0.449 0.054 1.085
C 2.5926 2.6452 2.7633 -0.154 0.332 -1.174
O 1.4135 2.0226 2.2752 1.258 0.713 0.413
C 2.4944 2.6865 4.2910 -0.497 -0.287 1.779
F 1.4226 3.4154 4.6711 0.659 -0.452 -0.337
F 2.3072 1.4230 4.7434 0.114 0.812 -0.199
F 3.5732 3.2040 4.9309 -0.793 -0.661 -0.873
C 2.7559 4.0959 2.2262 -0.397 1.386 -0.139
F 3.7454 4.7426 2.8905 -1.086 -0.307 -0.988
F 3.0246 4.1216 0.8765 -0.176 -0.008 1.521
F 1.5996 4.7882 2.3975 1.009 -0.529 -0.230
```
Positions in Å, forces in eV/Å.

Results
multiplicity = 5
charge = +1
orbital gap (spin up / spin down) = 5.488 / 5.108 eV
largest force on an atom = 3.7 eV Å⁻¹
energy relative to the best compared isomer or geometry (same formula, charge and spin) = 0.360 eV

Löwdin population analysis, charges in e, atoms 1 to 2: 0.42 -0.21

=====

No. 4
Entry from the OMol25 dataset: a 2-piece molecular cluster, C8H11O3P overall (ωB97M-V with the def2-TZVPD basis set).

XYZ file:
```
23
Properties=species:S:1:pos:R:3:forces:R:3
C 0.5194 2.0696 -2.9504 0.665 3.065 -1.270
C -0.3454 2.5729 -1.9887 0.218 0.563 0.365
C 1.0469 0.8174 -2.8614 -0.839 -0.535 1.350
C -0.7309 1.7597 -0.9317 -1.329 2.091 0.910
C 0.6190 -0.0238 -1.8206 0.650 0.048 -2.174
C -0.3054 0.4583 -0.9509 -0.416 -1.724 2.420
C -1.3131 -0.0856 2.9196 1.499 0.790 1.826
C 1.2358 -2.1959 1.4653 -0.409 2.426 -2.549
O -1.9070 -1.6250 0.3201 0.498 0.532 -0.499
O 1.3058 -3.4626 1.0353 0.519 -0.396 -0.346
O -0.8879 0.3467 1.6578 0.500 0.250 -1.503
P -0.7260 -0.7189 0.4117 0.923 -1.407 2.067
H 0.8725 2.9079 -3.6829 -0.438 -2.156 0.973
H -0.5160 3.6609 -2.0526 -0.449 -0.771 0.330
H 1.8064 0.4907 -3.4863 1.187 -0.539 -1.322
H -1.3306 2.1844 -0.0491 0.879 -0.881 -1.566
H 0.9860 -1.0508 -1.8173 -0.113 0.242 0.386
H -0.4268 0.0712 3.6786 -1.640 -0.214 -1.278
H -1.5287 -1.1457 2.8993 -0.564 -0.149 0.193
H -2.1527 0.5726 3.2353 0.402 -0.835 -0.090
H 0.9258 -1.8660 2.4064 -0.860 -0.477 1.675
H 2.1106 -1.5652 1.1833 -0.635 -0.949 -0.235
H 0.7422 -4.1727 1.3793 -0.249 1.024 0.336
```
Positions in Å, forces in eV/Å.

Results
orbital gap (spin up / spin down) = 8.186 / 8.184 eV
largest force on an atom = 3.5 eV Å⁻¹
energy relative to the best compared isomer or geometry (same formula, charge and spin) = 1.913 eV

natural (NBO) population analysis, charges in e, atoms 1 to 2: -0.20 -0.21